Record 1
A molecular structure, C25H27BrF3N7O3PtS. Source: OMol25; level of theory: the ωB97M-V functional and the def2-TZVPD basis.

Each line ends with the natural charge from an NBO analysis.
Positions of all 68 atoms, in Å:
1 C 1.307 -5.525 1.248  0.31
2 H -3.312 -1.813 -0.241  0.43
3 C -1.271 0.481 -3.777  -0.43
4 H -3.506 -1.153 -4.591  0.24
5 S 1.694 -2.317 -0.842  -0.24
6 H 1.639 -7.519 1.976  0.23
7 C 3.365 -0.132 3.169  -0.30
8 Pt 1.165 -0.043 -0.306  1.26
9 C 2.796 -0.092 1.936  0.19
10 H -1.134 -4.178 -1.599  0.43
11 N 1.716 -4.592 0.386  -0.47
12 C -0.096 7.162 0.951  -0.12
13 C 1.143 -0.678 3.970  -0.31
14 H -2.251 0.961 -3.763  0.26
15 H -0.135 -6.016 2.791  0.25
16 O -0.769 -0.307 -0.240  -0.60
17 C 0.204 -5.284 2.073  -0.31
18 H -2.044 -2.887 0.114  0.44
19 N -0.072 -3.160 1.016  -0.57
20 O -2.648 0.345 -1.191  -0.60
21 H 2.137 -7.232 0.294  0.25
22 C -0.325 8.632 1.194  0.97
23 C -0.869 4.895 0.913  -0.20
24 C -2.711 -1.716 -4.106  -0.23
25 H -1.654 4.167 1.065  0.22
26 H -1.525 -3.829 -3.229  0.42
27 F 0.518 9.100 2.129  -0.31
28 C 0.387 4.477 0.479  -0.07
29 H -0.565 1.834 -2.262  0.28
30 C -1.384 -0.970 -4.302  -0.43
31 C 0.635 3.082 0.231  -0.05
32 N 0.762 0.231 -2.295  -0.73
33 Br 3.664 0.404 0.321  0.35
34 H 2.379 5.089 -0.053  0.22
35 H 1.417 0.856 -2.759  0.43
36 F -1.572 8.886 1.606  -0.31
37 H 3.106 -6.592 1.606  0.25
38 N -3.154 -1.950 -2.730  -0.56
39 H -1.238 -0.924 -5.382  0.25
40 C -0.639 0.754 -2.413  -0.18
41 C 0.828 1.908 0.030  -0.42
42 H 4.411 0.077 3.345  0.28
43 C -1.110 6.239 1.148  -0.17
44 C -0.459 -4.091 1.905  0.07
45 C 0.681 -0.613 2.677  0.11
46 H 0.453 -0.901 4.772  0.25
47 H -0.677 1.045 -4.500  0.24
48 O 3.039 -0.487 5.437  -0.60
49 C 1.031 -3.457 0.332  0.27
50 H -2.082 6.569 1.484  0.25
51 H 0.841 -0.694 -2.722  0.43
52 H -3.793 -1.270 -2.345  0.44
53 C 2.499 -0.445 4.231  0.42
54 H 1.944 7.485 0.371  0.24
55 H -0.567 -1.599 -3.934  0.19
56 H 2.396 -0.685 6.131  0.51
57 F -0.111 9.342 0.075  -0.31
58 N -2.773 -2.613 -0.542  -0.77
59 C -2.499 -2.697 -1.844  0.68
60 C 1.404 5.415 0.283  -0.20
61 N -1.556 -3.549 -2.263  -0.77
62 N 1.515 -0.334 1.668  -0.49
63 C 2.082 -6.799 1.293  -0.66
64 H -2.672 -2.679 -4.621  0.21
65 H -0.353 -0.784 2.413  0.26
66 C -1.448 0.276 -1.219  0.79
67 H -1.346 -3.858 2.484  0.21
68 C 1.161 6.754 0.520  -0.16

Results
lowest unoccupied orbital energy	-7.3	eV
energy relative to the best compared isomer or geometry (same formula, charge and spin)	4.0	kcal per mole
charge	+2
orbital gap	6.01	eV
E	-135199.9916	eV
strongest force on any atom	0.6	eV/A

Record 2
C5H13O2P in the gas phase in a non-equilibrium geometry. Source: OMol25; level of theory: the ωB97M-V functional and the def2-TZVPD basis.

Each line ends with the natural charge from an NBO analysis.
Positions of all 21 atoms, in Å:
1 H 0.071 0.503 -1.268  0.20
2 H 2.860 1.304 2.036  0.27
3 C 0.052 -2.210 -0.419  -0.62
4 H -0.130 2.912 1.140  -0.11
5 O 0.222 0.434 0.821  -0.80
6 H -2.314 -2.276 -1.911  0.21
7 C -1.851 -1.297 -1.904  -0.61
8 H -1.174 -1.181 -2.765  0.21
9 P 0.886 1.947 0.952  1.95
10 H -1.798 -1.305 0.277  0.19
11 H 2.546 3.040 2.333  0.27
12 C -0.563 0.290 -0.380  -0.08
13 H 0.668 -2.133 0.499  0.22
14 C -1.074 -1.130 -0.527  -0.22
15 H 1.584 1.834 3.198  0.23
16 H -0.331 -3.251 -0.385  0.21
17 H -1.382 0.982 -0.406  0.18
18 H -2.680 -0.575 -1.970  0.21
19 H 0.693 -2.182 -1.293  0.21
20 O 1.628 2.258 -0.298  -1.12
21 C 2.085 2.036 2.269  -1.01

Results
lowest unoccupied orbital energy	1.0	eV
energy relative to the best compared isomer or geometry (same formula, charge and spin)	0.0	kcal per mole
charge	0
orbital gap	10.96	eV
E	-18780.5804	eV
strongest force on any atom	3.1	eV/A
SMILES	CC(C)CO[P@@H](C)=O

Record 3
2 unconnected molecules or ions with the total composition H2N3 in a non-equilibrium geometry. Source: OMol25; level of theory: the ωB97M-V functional and the def2-TZVPD basis.

Each line ends with the natural charge from an NBO analysis.
Positions of all 5 atoms, in Å:
1 N 0.508 -0.361 1.126  -0.08
2 H -0.987 0.975 -1.814  0.28
3 H 0.734 -1.259 1.741  0.57
4 N 0.081 0.469 0.505  0.38
5 N -0.335 0.176 -1.557  -0.14

Results
lowest unoccupied orbital energy (spin up / spin down)	-7.6 / -7.3	eV
energy relative to the best compared isomer or geometry (same formula, charge and spin)	89.0	kcal per mole
charge	+1
orbital gap (spin up / spin down)	9.26 / 8.92	eV
E	-4488.1135	eV
strongest force on any atom	3.7	eV/A